No. 1
Here is C6H13N in the gas phase from the OMol25 dataset. Energies are from ωB97M-V/def2-TZVPD.

```
20
Properties=species:S:1:pos:R:3:nbo_charge:R:1
C -1.45 -1.61 0.52 -0.619
C -0.20 -0.78 0.64 -0.069
N 0.65 -0.66 -0.52 -0.417
C 2.08 -0.78 -0.35 -0.416
C -0.10 0.53 -0.08 0.087
C 0.56 1.76 0.54 -0.633
C -1.26 0.93 -1.03 -0.622
H -1.26 -2.67 0.70 0.213
H -2.21 -1.27 1.23 0.208
H -1.86 -1.51 -0.49 0.220
H 0.31 -0.85 1.61 0.183
H 2.60 -0.25 -1.15 0.200
H 2.48 -0.42 0.62 0.168
H 2.33 -1.84 -0.43 0.205
H -0.05 2.56 0.14 0.216
H 0.51 1.82 1.64 0.216
H 1.59 1.94 0.22 0.216
H -1.23 0.35 -1.95 0.227
H -1.25 1.99 -1.31 0.206
H -2.24 0.77 -0.56 0.211
```

2S+1 ... 1
SMILES ... C[C@H]1N(C)C1(C)C
E_HOMO ... -0.31999 Ha
Lowest unoccupied orbital energy ... 0.0402 hartree
Molar mass ... 99.18 u
Relative energy (zero: lowest compared OMol25 entry of this formula, charge and spin) ... 25.8 kcal/mol

No. 2
Here is C6H13N in the gas phase from the OMol25 dataset. Energies are from ωB97M-V/def2-TZVPD.

```
20
Properties=species:S:1:pos:R:3:nbo_charge:R:1
C 2.77 -0.50 -0.02 -0.604
C 1.28 -0.84 -0.17 -0.408
C 0.48 0.43 -0.44 -0.214
N -0.96 0.36 -0.74 -0.345
C -1.45 1.34 -1.53 -0.260
C -1.94 0.02 0.11 -0.058
C -1.81 -0.73 1.38 -0.667
H 2.93 0.27 0.75 0.204
H 3.19 -0.11 -0.96 0.206
H 3.35 -1.38 0.26 0.217
H 1.15 -1.56 -0.99 0.210
H 0.92 -1.32 0.74 0.205
H 0.93 0.96 -1.29 0.212
H 0.53 1.08 0.44 0.185
H -2.51 1.29 -1.75 0.184
H -1.00 2.30 -1.29 0.151
H -2.44 0.98 0.29 0.149
H -2.69 -0.41 1.93 0.226
H -1.80 -1.82 1.35 0.211
H -0.93 -0.37 1.93 0.196
```

2S+1 ... 1
E_HOMO (spin up / spin down) ... -0.26612 / -0.25350 Ha
Lowest unoccupied orbital energy (spin up / spin down) ... 0.0307 / 0.0287 hartree
Molar mass ... 99.18 u
Relative energy (zero: lowest compared OMol25 entry of this formula, charge and spin) ... 92.8 kcal/mol